No. 1
Computed, not measured: a structure of composition C23H19F6N4O6S4W, with wB97M-V/def2-TZVPD.

Structure (XYZ):
```
63
Properties=species:S:1:pos:R:3:forces:R:3:lowdin_charge:R:1
W 0.07331 -0.25224 0.38105 0.1872 -0.1261 0.4756 1.709
C -1.68555 1.18839 -2.49824 0.0175 -0.0286 0.0023 -0.036
C -2.20102 -0.05870 -1.87257 -0.0465 0.1056 0.0604 -0.594
N -1.68628 -0.67971 -0.83158 0.0216 -0.0558 0.0303 -0.092
C -2.40642 -1.81205 -0.48933 0.0223 -0.0624 -0.0633 -0.322
C -3.47850 -2.04718 -1.28188 -0.0566 0.0750 0.1218 -0.293
S -3.61901 -0.80773 -2.44619 0.0833 -0.1223 -0.1330 1.160
C -1.95130 -2.53675 0.68851 -0.0168 -0.0136 -0.0109 -0.323
C -2.45225 -3.67198 1.22811 0.0157 0.0519 -0.0188 -0.298
S -1.63250 -4.02295 2.67995 -0.0391 -0.0531 -0.0092 1.172
C -0.64688 -2.64856 2.50237 0.0545 0.0064 0.0297 -0.572
N -0.90858 -1.96023 1.40495 -0.0826 -0.0922 0.0637 -0.054
C 0.37407 -2.34192 3.54354 -0.0298 0.0050 -0.0329 -0.047
H -0.62880 1.31468 -2.28031 -0.0037 0.0009 0.0091 0.067
H -2.24703 2.05222 -2.13603 0.0074 0.0170 -0.0078 0.101
H -1.79464 1.13109 -3.58098 -0.0108 0.0170 0.0047 0.096
H -4.19320 -2.84996 -1.21503 -0.0117 0.0064 0.0112 0.093
H -3.25211 -4.28930 0.85565 -0.0023 -0.0069 0.0069 0.093
H 0.13115 -2.86599 4.46611 0.0054 -0.0017 0.0021 0.093
H 0.39437 -1.27623 3.75938 0.0049 0.0041 0.0027 0.064
H 1.36236 -2.67148 3.22257 -0.0033 0.0094 0.0065 0.080
O 1.09642 3.56878 -0.62588 0.0157 0.0687 -0.0075 0.147
C 0.55146 2.56716 -0.25670 -0.0508 -0.1922 -0.0395 -0.563
O 0.95883 1.33150 -0.47746 0.1490 0.2965 -0.1363 -0.198
C -0.75125 2.60954 0.51287 0.2605 0.1204 -0.0048 -0.188
C -1.29313 3.78622 0.98448 -0.1922 -0.0652 -0.0638 0.042
C -2.48252 3.71302 1.69335 0.0237 0.0581 0.0116 0.001
C -3.08150 2.47639 1.89950 0.0193 -0.1115 -0.0309 -0.011
C -2.46385 1.34126 1.40884 -0.0219 0.1677 -0.0077 -0.077
N -1.31123 1.41730 0.73460 -0.0376 -0.1176 0.0275 -0.042
H -0.77582 4.71399 0.78618 -0.0067 0.0078 -0.0103 0.140
H -2.94008 4.61074 2.08697 -0.0052 -0.0025 0.0026 0.126
H -4.00927 2.38446 2.44533 -0.0004 0.0149 0.0036 0.120
H -2.88160 0.35306 1.55484 0.0061 -0.0052 0.0114 0.122
F 3.32327 3.08810 3.76421 -0.0190 0.0150 -0.0329 0.184
C 2.40015 2.76442 2.87908 0.0187 0.0759 0.0528 -0.677
F 2.89710 2.83464 1.65570 -0.0115 -0.0302 0.0000 0.169
F 1.36117 3.59069 2.98342 0.0005 -0.0281 0.0010 0.160
S 1.81289 1.05204 3.22784 0.0387 0.0163 0.0719 0.658
O 0.69603 0.84708 2.28787 -0.1221 -0.1110 -0.1788 -0.400
O 1.45156 1.01267 4.60038 -0.0129 -0.0078 -0.0184 -0.212
N 3.07505 0.20403 2.87886 -0.0021 -0.0746 -0.0312 -0.250
S 3.15626 -0.96224 1.85442 0.0223 0.0858 0.0891 0.663
O 1.87527 -1.16488 1.14694 -0.0903 -0.0354 -0.1815 -0.455
O 3.72698 -2.15280 2.37117 -0.0188 0.0141 0.0143 -0.204
C 4.31310 -0.34335 0.55674 0.0864 0.0239 -0.0695 -0.680
F 4.50283 -1.31568 -0.32573 -0.0207 0.0134 0.0382 0.169
F 5.45748 -0.01480 1.12768 -0.0335 -0.0163 -0.0361 0.182
F 3.79028 0.70957 -0.05535 -0.0272 -0.0351 0.0673 0.159
C 0.78008 -1.57399 -1.23126 -0.0068 0.1162 -0.0717 -0.193
C 0.61716 -1.17271 -2.66063 -0.0165 -0.0239 0.0022 -0.303
C -0.30186 -1.81194 -3.49040 -0.0480 -0.0007 0.0102 -0.077
C -0.45612 -1.43416 -4.81836 -0.0031 0.0162 0.0124 -0.082
C 0.31856 -0.40959 -5.34196 0.0044 -0.0004 -0.0003 -0.084
C 1.25809 0.21938 -4.53250 -0.0070 -0.0046 -0.0017 -0.067
C 1.40753 -0.16021 -3.20873 0.0053 0.0350 0.0024 -0.055
H 1.84454 -1.64466 -1.01410 0.0058 -0.0267 -0.0234 0.059
H 0.35228 -2.56830 -1.06006 -0.0024 0.0027 -0.0135 0.077
H -0.88908 -2.63595 -3.09517 -0.0114 0.0061 0.0030 0.112
H -1.16898 -1.95278 -5.44716 0.0008 0.0005 -0.0039 0.107
H 0.20986 -0.11833 -6.37821 -0.0025 0.0019 -0.0014 0.106
H 1.88329 1.00497 -4.93635 -0.0044 0.0045 -0.0106 0.111
H 2.13755 0.34194 -2.58534 0.0015 -0.0089 0.0027 0.111
```
Positions in Å, forces in eV/Å.

Calculated values
2S+1 ... 3
Lowest unoccupied orbital energy (alpha / beta) ... -3.39 / -3.66 eV
Energy relative to the best compared isomer or geometry (same formula, charge and spin) ... 9.8 kJ/mol
HOMO-LUMO gap (alpha / beta) ... 7.79 / 7.45 eV
Net charge ... +1
Expectation value of S² ... 2.015
HOMO energy (alpha / beta) ... -11.177 / -11.112 eV

=====

No. 2
Computed, not measured: a structure of composition C23H19I2MnN4O, with wB97M-V/def2-TZVPD.

Structure (XYZ):
```
50
Properties=species:S:1:pos:R:3:forces:R:3:lowdin_charge:R:1
Mn -0.16233 0.14578 0.55141 -0.0888 -0.2118 0.0667 0.818
I 3.18446 -3.38539 5.56649 0.0598 -0.0904 0.0625 0.929
C 2.21875 -2.06322 4.24195 -0.0609 0.0641 0.0692 -0.750
C 2.25955 -0.71690 4.69506 -0.0389 0.0478 -0.0795 -0.239
C 1.73415 0.47561 4.13160 0.0273 -0.1563 -0.1284 -0.655
I 1.98501 2.25719 5.33922 -0.0284 0.0194 -0.0040 0.809
C 1.11712 0.63184 2.96261 -0.0889 -0.0388 0.1421 -0.335
O 0.48033 1.28603 2.13260 0.1229 0.2667 -0.0345 -0.063
C 0.95019 -1.95261 2.04794 0.0829 0.0437 0.0100 -0.264
C 0.48652 -2.90159 0.90649 -0.0356 0.0355 -0.0671 -0.099
N -0.27230 -2.09375 -0.07460 0.0661 -0.0503 0.0324 -0.082
C 0.17380 -2.13311 -1.46133 0.0194 0.0399 -0.0536 -0.130
C -0.38850 -0.94990 -2.22111 -0.0156 -0.0161 -0.0795 -0.236
C -0.52126 -0.98368 -3.60233 -0.0024 -0.0065 0.1415 0.002
C -0.99152 0.13653 -4.26332 -0.0131 0.0364 -0.0230 -0.026
C -1.33622 1.26104 -3.52736 0.0012 -0.0425 -0.0407 -0.033
C -1.19413 1.21478 -2.15657 -0.0162 -0.0268 -0.0108 -0.095
N -0.72350 0.13703 -1.50998 -0.0344 0.1022 -0.1264 0.018
C 1.68033 -2.68114 3.14855 -0.0894 0.0303 0.0414 -0.225
H 2.75774 -0.56902 5.64195 0.0163 -0.0179 0.0074 0.036
H -0.13138 -3.70241 1.31477 -0.0164 0.0105 0.0028 0.142
H 1.35346 -3.36127 0.42974 0.0058 0.0023 0.0051 0.138
H -1.25643 -2.32874 -0.02304 0.0142 0.0098 -0.0107 0.137
H -0.08973 -3.05983 -1.97999 -0.0303 0.0071 0.0240 0.136
H 1.26430 -2.06253 -1.47300 -0.0010 0.0047 0.0194 0.131
H -0.25880 -1.88237 -4.14388 0.0076 -0.0040 -0.0028 0.126
H -1.09592 0.13176 -5.33976 -0.0028 0.0001 -0.0064 0.122
H -1.71383 2.15297 -4.00497 -0.0102 0.0119 0.0124 0.118
H -1.46878 2.06434 -1.54291 0.0293 -0.0019 0.0002 0.121
H 1.77496 -3.75418 3.05039 0.0080 -0.0146 -0.0071 0.097
C 4.04908 0.12570 -0.21075 -0.0466 0.0082 0.0019 -0.026
C 4.39569 -0.79124 0.76954 0.0469 0.0112 -0.0139 -0.011
C 3.41748 -1.39736 1.53387 -0.0579 0.0199 -0.0286 0.018
C 2.06899 -1.07639 1.33300 0.0840 -0.0494 0.0336 -0.189
N 1.76623 -0.20886 0.34657 -0.1087 -0.0672 0.0969 -0.011
C 2.70945 0.38842 -0.38494 0.0411 0.0334 0.0059 -0.085
C -0.41774 -1.45072 2.68882 -0.0750 -0.0091 0.0650 -0.183
C -0.83900 -1.99285 3.90595 0.0308 0.0236 -0.0709 0.018
C -2.08526 -1.67877 4.41677 -0.0221 0.0046 0.0130 -0.010
C -2.93153 -0.83794 3.71439 0.0178 -0.0227 -0.0236 -0.026
C -2.48382 -0.35737 2.50479 -0.0185 0.0181 -0.0190 -0.084
N -1.28449 -0.66703 2.00760 0.1765 -0.0263 -0.0134 -0.013
H 4.78869 0.62294 -0.82024 0.0092 0.0075 0.0014 0.117
H 5.43376 -1.03939 0.94599 0.0038 0.0008 -0.0025 0.124
H 3.70613 -2.10930 2.28761 0.0082 0.0097 -0.0302 0.112
H 2.35996 1.09975 -1.12313 -0.0049 -0.0152 -0.0098 0.125
H -0.19670 -2.64960 4.46503 0.0371 -0.0153 0.0082 0.113
H -2.38651 -2.09478 5.36869 -0.0101 -0.0008 0.0027 0.124
H -3.90932 -0.56507 4.08219 -0.0019 0.0027 0.0149 0.118
H -3.09442 0.29835 1.89767 0.0025 0.0116 0.0058 0.124
```
Positions in Å, forces in eV/Å.

Calculated values
2S+1 ... 6
Lowest unoccupied orbital energy (alpha / beta) ... -2.78 / -3.09 eV
Energy relative to the best compared isomer or geometry (same formula, charge and spin) ... 3.4 kJ/mol
HOMO-LUMO gap (alpha / beta) ... 6.45 / 7.26 eV
Net charge ... +1
Expectation value of S² ... 8.822
HOMO energy (alpha / beta) ... -9.229 / -10.352 eV

=====

No. 3
Computed, not measured: a structure of composition C23H19N4O2PtS, with wB97M-V/def2-TZVPD.

Structure (XYZ):
```
50
Properties=species:S:1:pos:R:3:forces:R:3:lowdin_charge:R:1
Pt -0.07114 0.16863 -0.17174 0.1309 0.0904 -0.1161 1.365
C 4.28453 -0.34635 0.04582 0.0885 -0.0089 0.0115 -0.018
C 4.69669 0.97444 0.06223 0.0350 0.0324 0.0016 -0.016
C 3.74965 1.98545 -0.00486 0.0951 0.0331 0.0145 0.021
C 2.41390 1.65166 -0.09032 -0.1587 -0.0206 -0.0174 -0.181
N 2.02649 0.35337 -0.11724 -0.0448 0.0125 -0.0257 -0.067
C 2.93272 -0.61701 -0.04162 -0.0833 -0.0225 0.0029 -0.085
C 1.31564 2.65160 -0.14114 0.0083 -0.2574 -0.0294 -0.194
C 1.42808 4.01385 -0.08436 0.0336 0.1751 0.0053 0.011
C 0.24581 4.78131 -0.10939 -0.0206 0.0387 0.0063 -0.022
C -0.99174 4.19302 -0.17954 0.0041 0.0730 -0.0146 0.019
C -1.08498 2.79130 -0.23322 0.0486 -0.0874 0.0322 -0.193
N 0.09250 2.09525 -0.22088 -0.0280 0.0612 0.0048 -0.068
C -2.23454 1.95268 -0.28458 -0.0469 -0.1787 -0.0570 -0.219
C -3.59176 2.39248 -0.06233 0.0749 0.0315 -0.0404 -0.009
C -4.60066 1.51866 0.08135 -0.0015 -0.1653 0.0157 -0.009
C -4.40242 0.03734 -0.01398 -0.0248 0.0225 0.0019 -0.151
C -2.95600 -0.38534 -0.37424 -0.0011 0.2164 0.0055 -0.231
N -1.96372 0.64256 -0.52468 -0.1319 0.0920 0.1851 -0.104
H 4.99297 -1.16059 0.10575 -0.0218 0.0271 -0.0049 0.121
H 5.74803 1.22115 0.13195 -0.0275 -0.0077 -0.0012 0.124
H 4.04767 3.02384 0.01308 0.0128 -0.0205 0.0053 0.121
H 2.54894 -1.62848 -0.04608 -0.0214 0.0227 0.0029 0.120
H 2.39239 4.49284 -0.00736 -0.0175 0.0033 -0.0023 0.116
H 0.31939 5.85987 -0.06842 -0.0019 -0.0194 -0.0030 0.121
H -1.88947 4.79468 -0.19971 0.0246 -0.0089 0.0028 0.121
H -3.78144 3.45651 0.00889 0.0210 -0.0533 -0.0003 0.112
H -5.60606 1.88619 0.25122 0.0305 -0.0164 0.0492 0.118
H -5.14266 -0.40044 -0.68515 -0.0042 0.0479 -0.0402 0.151
H -2.90551 -1.05595 -1.23357 -0.0265 -0.0340 -0.0265 0.160
O 0.08764 0.67942 4.43475 0.0270 -0.0475 -0.0883 -0.510
S -0.33817 0.86236 3.06083 -0.1189 0.2406 -0.1886 0.720
N 0.34653 0.02598 2.01952 0.0726 -0.2931 0.2448 -0.451
C -0.53226 -4.22675 0.24120 -0.0558 -0.0053 0.0098 0.014
C -1.04116 -2.81640 0.31164 -0.0517 -0.0623 0.0266 -0.317
O -0.27040 -1.93653 -0.11953 0.1465 0.0922 0.0384 -0.121
C -2.38335 -2.53566 0.82159 0.1647 0.1857 -0.0130 -0.124
C -2.80218 -1.11266 0.96954 0.0470 -0.0821 -0.0321 -0.169
C -4.27564 -0.79522 1.32188 -0.0624 0.0359 0.0153 -0.155
C -5.14880 -1.99805 1.46973 0.0247 0.1838 -0.0380 -0.011
C -4.68099 -3.24033 1.33414 0.1641 -0.1581 -0.0195 -0.039
C -3.28103 -3.51554 0.99688 -0.3107 -0.2275 0.0360 0.036
H 0.51399 -4.21676 -0.04769 0.0046 0.0164 -0.0067 0.091
H -1.09621 -4.79282 -0.50242 0.0060 0.0000 0.0182 0.104
H -0.64313 -4.72624 1.20370 -0.0102 0.0092 -0.0254 0.104
H -2.09874 -0.58865 1.61031 -0.0307 0.0448 0.0268 0.087
H -4.37786 -0.15356 2.19802 -0.0011 -0.0452 0.0582 0.155
H -6.19336 -1.84281 1.72098 0.0398 0.0092 -0.0389 0.123
H -5.34406 -4.08511 1.46601 0.0380 -0.0060 -0.0130 0.111
H -2.99772 -4.55188 0.85382 -0.0389 0.0303 0.0207 0.120
```
Positions in Å, forces in eV/Å.

Calculated values
2S+1 ... 3
Lowest unoccupied orbital energy (alpha / beta) ... -3.57 / -4.70 eV
HOMO-LUMO gap (alpha / beta) ... 5.65 / 6.63 eV
Net charge ... +1
Expectation value of S² ... 2.028
HOMO energy (alpha / beta) ... -9.218 / -11.334 eV

=====

- expectation value of S² of number 2 (C23H19I2MnN4O)?
  8.822

=====

- Among the records above, which one has the highest expectation value of S²?
  C23H19I2MnN4O

=====

- What is the net charge in the second record?
  +1